# 1
ORCA calculation (ωB97M-V/def2-TZVPD) on C5H6N2 in the gas phase at a distorted geometry.

ORCA input file:
```
! RIJCOSX wB97M-V def2-TZVPD def2/J DEFGRID3
* xyz 0 3
C 1.48 -1.22 -0.25
C 2.64 -0.49 -0.57
C 0.42 -0.87 0.27
C -1.68 0.05 -0.49
C -1.02 -0.76 0.61
N 2.39 0.62 -0.22
N 2.05 1.48 0.55
H 1.63 2.36 0.18
H -1.28 1.04 -0.46
H -2.72 -0.01 -0.49
H -1.36 -0.39 -1.45
H -1.50 -1.65 0.83
H -1.06 -0.16 1.49
*
```

* LUMO energy (alpha / beta): 0.0335 / -0.0857 Eh
* HOMO (alpha / beta): -0.2313 / -0.3271 Ha
* frontier orbital gap (alpha / beta): 7.204 / 6.569 eV
* ⟨S²⟩: 2.019

Atom charges from the natural (NBO) analysis, given in e for atoms 1 to 4:
1 C -0.1984
2 C 0.2772
3 C 0.0929
4 C -0.5851


# 2
ORCA calculation (ωB97M-V/def2-TZVPD) on C7H11FN3P in the gas phase at a distorted geometry.

ORCA input file:
```
! RIJCOSX wB97M-V def2-TZVPD def2/J DEFGRID3
* xyz 0 1
N 0.16 -0.73 3.17
C 0.30 -0.52 2.03
C 0.50 -0.22 0.63
C 0.35 -1.53 -0.13
C 0.91 -1.56 -1.57
C 1.46 -0.28 -2.12
F 2.62 0.07 -1.47
C -0.46 0.92 0.19
C -1.55 0.45 -0.63
N -2.30 -0.03 -1.37
P -1.20 1.95 1.56
N -2.66 1.47 1.87
H 1.50 0.18 0.57
H 0.89 -2.26 0.44
H -0.67 -1.85 -0.12
H 0.14 -1.88 -2.25
H 1.69 -2.30 -1.62
H 0.76 0.53 -2.08
H 1.71 -0.43 -3.15
H 0.10 1.60 -0.43
H -1.17 3.25 1.01
H -0.30 1.97 2.63
H -2.76 1.21 2.85
*
```

* LUMO energy: 0.0165 Eh
* HOMO: -0.3399 Ha
* frontier orbital gap: 9.699 eV
* SMILES: N#C[C@@H](CCCF)[C@@H](C#N)[PH2]=N

Atom charges from the natural (NBO) analysis, given in e for atoms 1 to 4:
1 N -0.3034
2 C 0.2799
3 C -0.3196
4 C -0.3912


# 3
ORCA calculation (ωB97M-V/def2-TZVPD) on a molecular structure, C8H8O3 at a distorted geometry.

ORCA input file:
```
! RIJCOSX wB97M-V def2-TZVPD def2/J DEFGRID3
* xyz 0 1
C -1.48 0.11 3.13
C -0.62 0.42 0.85
C 0.07 1.45 0.20
C 0.62 1.10 -0.99
C 0.70 -0.16 -1.47
C 1.47 -0.36 -2.76
C 0.12 -1.14 -0.78
C -0.60 -0.92 0.42
H -0.75 -0.89 2.87
H -0.87 0.85 4.27
H -2.80 -0.13 3.18
H 0.30 2.45 0.62
H 1.16 1.83 -1.70
H 1.05 -1.24 -3.36
H -0.31 -2.10 -1.18
H -0.14 -2.89 1.53
O -1.13 0.94 1.91
O 2.31 0.70 -3.03
O -1.09 -1.76 1.39
*
```

* LUMO energy: -0.0515 Eh
* HOMO: -0.3068 Ha
* frontier orbital gap: 6.948 eV

Atom charges from the natural (NBO) analysis, given in e for atoms 1 to 4:
1 C -0.3347
2 C 0.3058
3 C -0.2467
4 C -0.1332


# 4
ORCA calculation (ωB97M-V/def2-TZVPD) on a molecular structure, C15H26CuN6O7 at a distorted geometry.

ORCA input file:
```
! RIJCOSX wB97M-V def2-TZVPD def2/J DEFGRID3
* xyz 0 2
O -3.28 -2.40 -1.74
H -4.18 -2.33 -2.10
Cu -0.57 -0.19 0.26
N -2.00 0.87 -0.61
N -0.27 -0.39 -1.98
N -0.54 -0.85 2.18
N 0.92 -1.72 0.31
O -2.88 1.25 0.22
O -1.60 -0.61 2.88
O 1.76 -2.04 -0.68
O 0.71 -0.94 -2.62
C -1.13 0.31 -2.71
C -2.16 0.93 -1.94
C 0.46 -1.64 2.57
C 1.34 -2.06 1.53
C -3.34 1.60 -2.50
H -4.08 0.87 -2.82
H -3.08 2.19 -3.37
H -3.80 2.24 -1.76
C -0.90 0.46 -4.14
H -0.87 -0.49 -4.66
H 0.05 0.95 -4.33
H -1.67 1.07 -4.61
C 0.59 -1.89 4.00
C 2.68 -2.59 1.84
H -0.36 -1.77 4.50
H 1.27 -1.19 4.46
H 0.96 -2.87 4.22
H 3.30 -2.56 0.93
H 2.61 -3.62 2.21
H 3.13 -1.96 2.62
H -2.61 -0.85 1.33
H 1.36 -1.61 -1.57
C -2.09 -3.76 -2.21
H -2.09 -3.75 -3.35
H -2.64 -4.25 -1.37
H -1.01 -3.64 -1.80
O -2.32 -1.37 0.51
H -3.48 -2.07 -0.87
H -2.25 -2.25 0.92
N 4.32 4.52 1.22
C 3.15 4.25 1.88
O 2.85 4.85 2.94
C 2.29 3.20 1.30
C 2.67 2.42 0.21
C 1.82 1.41 -0.22
N 0.66 1.25 0.43
C 0.24 1.99 1.46
C 1.07 2.99 1.94
H 4.87 5.31 1.56
H 4.50 4.19 0.27
H 3.60 2.52 -0.33
H 2.03 0.73 -1.07
H -0.74 1.75 1.89
H 0.70 3.52 2.80
*
```

* LUMO energy (alpha / beta): -0.0897 / -0.0847 Eh
* HOMO (alpha / beta): -0.2178 / -0.2195 Ha
* frontier orbital gap (alpha / beta): 3.486 / 3.667 eV
* ⟨S²⟩: 0.768

Atom charges from the natural (NBO) analysis, given in e for atoms 1 to 4:
1 O -0.7826
2 H 0.5160
3 Cu 1.3392
4 N -0.1193


# 5
ORCA calculation (ωB97M-V/def2-TZVPD) on 2 unconnected molecules or ions with the total composition C2HNO2S2 at a distorted geometry.

ORCA input file:
```
! RIJCOSX wB97M-V def2-TZVPD def2/J DEFGRID3
* xyz 0 1
C -0.97 0.07 -0.20
C 1.15 0.10 -0.07
H -3.49 0.66 1.41
N -0.73 1.35 -0.04
O 0.67 1.32 -0.04
O 0.06 -0.75 -0.22
S -2.54 -0.52 0.03
S 2.64 -0.46 0.13
*
```

* LUMO energy: -0.0922 Eh
* HOMO: -0.3484 Ha
* frontier orbital gap: 6.972 eV

Atom charges from the natural (NBO) analysis, given in e for atoms 1 to 4:
1 C 0.2372
2 C 0.3981
3 H 0.2023
4 N -0.1326


# 6
ORCA calculation (ωB97M-V/def2-TZVPD) on 2 unconnected molecules or ions with the total composition C2H4N2S at a distorted geometry.

ORCA input file:
```
! RIJCOSX wB97M-V def2-TZVPD def2/J DEFGRID3
* xyz 0 1
C 0.75 -1.68 0.38
C -1.36 0.34 0.37
N 1.05 -0.54 0.70
N -1.38 1.62 0.51
S -2.17 -0.98 0.10
H 1.39 -2.54 0.23
H -0.35 -1.96 0.19
H -0.50 2.09 0.70
H -2.22 2.20 0.44
*
```

* LUMO energy (alpha / beta): -0.0022 / 0.0063 Eh
* HOMO (alpha / beta): -0.3123 / -0.2792 Ha
* frontier orbital gap (alpha / beta): 8.436 / 7.769 eV

Atom charges from the natural (NBO) analysis, given in e for atoms 1 to 4:
1 C -0.1876
2 C 0.0686
3 N -0.3381
4 N -0.7745


# 7
ORCA calculation (ωB97M-V/def2-TZVPD) on C23H27ClN4O in the gas phase.

ORCA input file:
```
! RIJCOSX wB97M-V def2-TZVPD def2/J DEFGRID3
* xyz 0 1
C 2.22 -0.37 4.05
C 2.29 0.81 3.44
C 2.08 2.10 4.16
C 2.63 0.90 1.96
N 1.51 0.69 1.06
C 0.22 0.96 1.28
O -0.21 1.55 2.25
C -0.79 0.52 0.19
C -0.90 1.48 -0.98
C -2.12 2.02 -1.29
C -2.29 2.91 -2.38
C -1.23 3.24 -3.16
N -0.01 2.71 -2.87
C 1.20 2.87 -3.50
C 2.07 2.08 -2.78
N 1.48 1.45 -1.76
C 0.20 1.83 -1.80
N -0.72 -0.88 -0.19
C -1.97 -1.49 -0.64
C -3.12 -1.42 0.37
C -2.70 -1.95 1.74
C -4.33 -2.18 -0.16
C 0.44 -1.53 -0.69
C 0.78 -1.47 -2.04
C 1.90 -2.13 -2.51
C 2.69 -2.85 -1.63
Cl 4.10 -3.67 -2.22
C 2.37 -2.92 -0.28
C 1.24 -2.27 0.18
H 2.39 -1.30 3.50
H 1.99 -0.45 5.10
H 1.27 2.67 3.69
H 1.81 1.94 5.21
H 2.99 2.71 4.14
H 3.08 1.88 1.76
H 3.38 0.16 1.72
H 1.74 0.42 0.12
H -1.71 0.64 0.76
H -2.98 1.78 -0.68
H -3.27 3.32 -2.59
H -1.27 3.91 -4.00
H 1.34 3.50 -4.35
H 3.13 1.95 -2.98
H -2.30 -1.04 -1.59
H -1.78 -2.55 -0.85
H -3.42 -0.38 0.49
H -2.37 -2.99 1.68
H -1.87 -1.37 2.16
H -3.53 -1.90 2.45
H -4.11 -3.24 -0.30
H -5.17 -2.10 0.52
H -4.65 -1.78 -1.13
H 0.16 -0.89 -2.72
H 2.17 -2.07 -3.56
H 2.99 -3.49 0.39
H 0.97 -2.31 1.23
*
```

* LUMO energy: 0.0163 Eh
* HOMO: -0.3048 Ha
* frontier orbital gap: 8.736 eV
* SMILES: C=C(C)CNC(=O)[C@@H](c1cccn2ccnc12)N(CC(C)C)c1ccc(Cl)cc1

Atom charges from the natural (NBO) analysis, given in e for atoms 1 to 4:
1 C -0.4023
2 C 0.0378
3 C -0.6494
4 C -0.2502


# 8
ORCA calculation (ωB97M-V/def2-TZVPD) on 6 unconnected molecules or ions with the total composition C2H17NO5S2 at a distorted geometry.

ORCA input file:
```
! RIJCOSX wB97M-V def2-TZVPD def2/J DEFGRID3
* xyz 0 1
N 1.47 -1.25 -1.50
C 0.00 -1.48 -1.41
C -0.62 -0.07 -1.11
S -1.51 0.59 -2.53
S -0.26 1.96 -3.27
H 1.60 -0.76 -2.38
H 1.99 -2.12 -1.64
H -0.50 -1.92 -2.27
H -0.10 -2.11 -0.53
H -1.41 -0.22 -0.37
H 0.22 0.50 -0.73
H -0.26 2.97 -2.37
H -2.43 -1.65 2.10
H -1.65 -0.65 1.36
O -2.28 -0.69 2.08
H 1.83 2.24 2.71
H 1.11 2.88 1.40
O 1.86 2.86 2.00
H 1.70 -0.43 0.07
H 2.13 -1.01 1.44
O 1.51 -0.41 1.02
H 0.19 -1.97 0.71
H -0.27 -3.38 1.24
O -0.52 -2.62 0.73
H -1.49 3.62 1.04
H -1.46 2.19 1.20
O -0.86 2.91 1.03
*
```

* LUMO energy: 0.0080 Eh
* HOMO: -0.3205 Ha
* frontier orbital gap: 8.940 eV
* SMILES: NCCSS.O.O.O.O.O

Atom charges from the natural (NBO) analysis, given in e for atoms 1 to 4:
1 N -0.8678
2 C -0.2815
3 C -0.5680
4 S 0.1112